(1)
{"formula": "C4H13N3", "method": "ωB97M-V with the def2-TZVPD basis set", "e_tot_ev": -8826.9418, "gap_ev": 9.32, "molar_mass_da": 103.17, "smiles": "NCCNCCN", "total_charge": 0, "homo_energy_ev": -8.22, "species": ["C", "H", "H", "N", "H", "H", "C", "N", "N", "H", "H", "H", "H", "H", "H", "H", "C", "H", "C", "H"], "coordinates": [[-1.4282, -1.5601, -0.6664], [-0.2723, 1.6187, 2.6835], [-1.2559, -2.5520, 1.1129], [-0.0438, 1.2795, 1.6959], [-1.5031, -2.2446, -1.4563], [2.1966, 1.1343, -0.8256], [1.1595, 1.1639, -0.4587], [-0.6504, -2.0522, 0.4014], [0.6120, -0.0441, -1.0953], [1.0324, -0.9134, -0.8358], [-1.3153, 0.5163, -1.0118], [1.5963, 2.4926, 1.0853], [-0.8781, -0.5983, -2.3341], [0.6948, 2.0819, -0.9891], [0.0412, -1.2887, 0.7937], [-0.7868, 1.5819, 1.1280], [-0.7441, -0.3286, -1.2841], [2.0061, 0.8321, 1.8094], [1.2655, 1.4390, 1.1160], [-2.4962, -1.2287, -0.4146]], "forces_ev_per_a": [[-0.9, 2.0, 0.9], [1.1, -0.6, -2.0], [1.6, 1.2, -0.9], [-0.6, -0.3, 2.8], [-0.3, -1.5, -0.9], [-0.1, 0.5, 0.3], [0.7, 0.0, -0.5], [1.1, -0.1, 2.9], [1.3, 0.0, 1.2], [1.2, -0.1, 0.2], [-0.7, 1.2, -0.1], [0.3, -0.2, 0.4], [-0.3, 1.0, -0.5], [0.4, -1.4, 1.1], [-2.5, -2.1, -0.4], [-0.8, 0.5, -1.0], [-1.7, -0.3, -1.5], [-1.1, 0.9, -2.0], [0.2, -0.2, 0.1], [1.2, -0.5, -0.1]], "mulliken_charge": [-0.35, 0.20, 0.23, -0.47, 0.31, 0.36, -0.73, -0.56, -0.35, 0.30, 0.32, 0.30, 0.35, 0.31, 0.16, 0.15, -0.66, 0.26, -0.35, 0.22]}

=====

(2)
{"formula": "C12H6Cl5N4RuS2Se3Te", "method": "ωB97M-V with the def2-TZVPD basis set", "spin_multiplicity": 5, "e_tot_ev": -308693.9996, "gap_ev": [7.22, 5.53], "molar_mass_da": 913.16, "total_charge": 1, "s_squared": 6.028, "homo_energy_ev": [-10.79, -10.88], "species": ["Cl", "H", "Se", "Se", "C", "Cl", "Ru", "S", "Te", "C", "C", "N", "H", "N", "Cl", "N", "S", "C", "C", "C", "H", "Cl", "N", "C", "C", "C", "H", "C", "C", "H", "Se", "H", "Cl", "C"], "coordinates": [[0.3348, 1.8034, 3.1424], [0.8372, 2.3659, 0.4171], [-2.5758, 0.4772, 1.4301], [-2.9092, -0.4535, 3.4429], [-1.7026, -2.7657, -1.6128], [3.2259, 1.9992, 4.2883], [-0.2864, -0.5034, 0.2536], [-1.5561, 3.2950, -2.1047], [-0.8032, -1.6875, 4.0202], [2.9495, 1.1683, 2.8151], [-2.1237, -0.6358, -2.1446], [-1.3983, -1.5097, -1.3227], [-0.3688, -3.7209, -0.4023], [-1.1233, -3.8326, -1.0567], [5.6200, 0.7480, 2.7435], [-0.7772, 1.0769, -1.0978], [-2.9239, -2.9350, -2.8136], [-1.7965, 0.7800, -2.0075], [-2.9936, -1.2179, -2.9817], [1.4030, 0.3688, 1.1237], [-3.1126, 1.8717, -3.3685], [5.1179, -0.6617, -0.0156], [0.3596, 2.9484, -0.2556], [2.5158, -0.0624, 0.4263], [1.6519, 1.0378, 2.3139], [3.8207, -0.0120, 0.8896], [-3.6508, -0.7556, -3.6979], [-2.3280, 1.8421, -2.6321], [4.0323, 0.6190, 2.1178], [-1.3958, -4.7658, -1.3082], [-0.1279, -2.3967, 1.7501], [0.4376, 3.9465, -0.1743], [2.2060, -0.8168, -1.1351], [-0.5584, 2.3848, -1.0430]], "forces_ev_per_a": [[0.0, -0.1, 0.0], [0.0, 0.0, 0.0], [0.0, -0.1, 0.0], [-0.1, 0.1, 0.0], [0.2, 0.1, 0.2], [0.0, 0.0, 0.0], [-0.3, 0.1, 0.4], [-0.1, 0.1, -0.1], [0.1, 0.0, 0.1], [0.1, 0.0, 0.0], [0.2, 0.1, 0.2], [-0.1, 0.0, -0.2], [0.0, 0.0, 0.0], [0.0, -0.1, 0.0], [0.0, 0.0, 0.0], [-0.2, 0.2, 0.1], [-0.1, 0.0, -0.1], [0.1, -0.2, 0.1], [-0.1, -0.1, -0.1], [0.0, -0.3, -0.2], [0.0, 0.0, 0.0], [0.0, 0.0, 0.0], [0.0, 0.0, 0.0], [0.2, -0.5, -0.5], [0.0, 0.1, 0.0], [-0.1, 0.3, 0.1], [0.0, 0.0, 0.0], [0.0, 0.1, -0.1], [0.0, 0.0, 0.0], [0.0, 0.0, 0.0], [0.0, 0.1, -0.2], [0.0, 0.0, 0.0], [0.1, 0.0, 0.1], [0.1, -0.2, 0.1]], "mulliken_charge": [-0.07, 0.01, 0.03, -0.04, 0.43, -0.16, 0.18, -0.19, 0.09, -0.14, -0.11, 0.24, -0.01, -0.31, -0.15, 0.08, -0.19, -0.55, -0.28, -2.15, 0.45, -0.16, -0.25, 2.10, 1.24, -0.54, 0.43, -0.19, 0.68, 0.22, -0.26, 0.22, -0.14, 0.45]}

=====

(3)
{"formula": "C68H58GeNO2P3Ti", "method": "ωB97M-V with the def2-TZVPD basis set", "spin_multiplicity": 2, "e_tot_ev": -184537.9203, "gap_ev": [6.80, 6.91], "molar_mass_da": 1134.62, "total_charge": 1, "s_squared": 0.761, "homo_energy_ev": [-9.60, -9.50], "species": ["C", "C", "C", "H", "H", "H", "H", "H", "H", "H", "C", "C", "H", "H", "C", "C", "H", "H", "C", "C", "C", "H", "H", "H", "C", "H", "H", "H", "C", "C", "C", "C", "H", "H", "C", "C", "H", "C", "H", "C", "O", "C", "C", "C", "H", "C", "Ge", "C", "P", "H", "H", "C", "H", "C", "H", "C", "O", "C", "C", "C", "C", "C", "C", "C", "C", "H", "C", "C", "C", "C", "H", "C", "H", "H", "H", "H", "H", "C", "C", "P", "H", "H", "H", "H", "H", "C", "H", "H", "H", "N", "C", "H", "H", "C", "H", "H", "C", "H", "C", "C", "C", "C", "H", "C", "H", "C", "H", "C", "C", "C", "H", "C", "C", "C", "H", "C", "C", "H", "H", "H", "H", "C", "H", "C", "C", "H", "C", "H", "C", "Ti", "P", "C", "C", "C"], "coordinates": [[-1.3569, -2.8581, -3.3783], [-3.5211, 2.3398, 1.2840], [6.0143, 0.1093, -0.1479], [-3.6839, -7.0327, 0.9954], [-2.8943, -0.8993, 3.8845], [-3.8603, -1.2953, 1.7489], [-4.1967, -0.1198, -4.3135], [-4.2089, -0.1241, 0.4927], [-3.0245, 4.3642, -2.5972], [1.6661, -0.3057, -3.7347], [-2.4182, 1.9250, 3.3806], [5.3067, 0.6766, -1.1643], [7.1649, -1.1516, 1.9034], [2.9690, 4.4590, 1.0294], [-3.6020, -5.9852, 0.7511], [-4.3139, 3.2324, -3.8888], [5.4937, 1.5794, 2.6710], [-1.8025, 6.9996, 2.3759], [1.1841, -3.0744, -0.8301], [-3.4719, -0.8722, 0.8208], [-3.2576, -3.6946, 1.4267], [-4.8174, 4.0371, 1.2177], [-0.7089, -2.7501, 0.1525], [3.4750, 0.6843, -2.2710], [-0.7291, 4.4892, 0.3883], [0.4673, -3.1019, 5.3073], [-0.3700, -3.8504, -6.4530], [1.1867, -2.0059, -3.6849], [-2.5967, 2.2660, -2.5257], [-4.6351, 1.9697, -4.3686], [5.5490, -2.3538, 2.5884], [3.3513, -0.7006, -0.6534], [-3.2503, -5.3475, 2.7663], [2.0299, 0.5595, 4.9658], [3.5961, 5.1897, -2.2062], [-3.4009, -3.2476, 0.1120], [0.5945, 1.3455, 3.1471], [-0.2317, -4.8293, 0.0747], [4.0776, 2.3155, 0.8225], [-0.8918, -1.8445, -5.9193], [0.4758, 1.5515, -2.0998], [3.4953, -2.2026, 1.3351], [0.2680, 4.3269, 2.5630], [0.0290, -3.4881, -0.1714], [0.4846, -6.8355, -0.1424], [-1.1659, -0.9022, 2.5839], [1.5327, -1.1934, -1.2789], [4.4199, 1.5340, 2.7796], [-2.0723, -0.4509, -2.2677], [-0.6989, -1.4464, -6.9052], [2.8683, -1.5628, -3.4069], [2.9138, 4.3851, -0.0509], [-1.1432, -5.1204, 0.5783], [-0.7060, -3.1947, -5.6632], [-3.9030, -6.2620, -1.3508], [0.7291, -2.1373, 3.4155], [0.9788, 2.5161, -4.0333], [6.1355, -1.4492, 1.7540], [-0.4319, 5.4612, 2.9564], [-0.9330, -3.7014, -4.3901], [2.0869, 3.4258, -0.6341], [1.1073, 2.4723, -2.8326], [-1.3227, -0.9951, -4.9108], [0.0119, -2.4837, 4.5475], [-3.2908, 3.3833, -2.9639], [1.7490, -2.4720, 3.2825], [3.8593, 1.0306, 3.9418], [3.6711, 5.2492, -0.8216], [0.1238, 3.8302, 1.2744], [-3.5241, -1.3696, -1.5251], [5.7604, 1.4255, -1.7997], [4.0724, -1.2539, 0.4498], [2.9946, -3.7818, -1.7512], [6.1094, -2.7918, 3.4025], [-2.8435, 3.3175, 4.9453], [-3.7077, 2.0880, 0.2420], [4.3127, 5.9734, -0.3389], [5.4135, -0.8718, 0.6796], [1.8399, -5.4025, -0.9924], [-1.9360, 0.0897, 1.2778], [-3.7830, -2.1622, -2.2226], [-1.4845, -3.2565, -2.3790], [-1.7636, 2.4085, -1.8282], [-4.8545, 4.0974, -4.2442], [-3.7320, -3.9352, -1.9158], [2.0830, -4.0621, -1.2367], [2.6598, 4.2110, -3.8758], [2.5527, -6.1482, -1.3137], [4.1770, 5.8665, -2.8144], [-3.3025, -1.8766, -0.1944], [-3.0409, 3.0412, 3.9197], [2.4805, -2.5367, 1.1547], [3.7502, -3.4691, 3.0209], [-2.9133, 0.9927, -2.9916], [-1.8579, -2.3061, 5.5945], [4.4956, 0.6880, 4.7440], [1.6722, 1.4041, 3.0360], [0.9456, 3.8611, 3.2638], [-3.9418, 0.8580, -3.9234], [3.9830, 0.2538, -1.4166], [4.2063, -2.7313, 2.3736], [-1.8825, -1.2544, 3.7343], [-1.4500, 0.0605, -5.1153], [2.2322, 1.9185, 1.8660], [-4.3626, -0.6604, -1.5175], [-1.2717, 6.1109, 2.0688], [-5.4270, 1.8538, -5.0943], [-3.9135, 3.7944, 3.1506], [-3.6241, -4.2073, -0.8800], [2.7554, 4.2678, -2.8014], [-4.4054, 4.6554, 3.5777], [3.6150, 1.9586, 1.7338], [2.4792, 0.9585, 4.0673], [-4.1499, 3.4456, 1.8278], [-0.7610, -4.7469, -4.1773], [0.6777, -5.7898, -0.3342], [2.0009, 3.3829, -2.0318], [-3.0304, -3.0116, 2.2290], [0.7179, -1.0984, 1.5446], [-0.8318, 4.1346, -0.6354], [7.0405, 0.3955, 0.0427], [-3.7231, -5.5501, -0.5571], [-1.7389, 1.3473, 3.9931], [-2.6602, 1.5637, 2.0599], [0.1418, -1.3473, 2.4368], [-0.3041, 5.8417, 3.9599], [1.8365, -1.2613, -3.2348], [-2.0672, 6.1256, 0.0756], [-1.2971, -2.0392, 4.7098], [-0.3052, 0.6536, -0.7326], [1.0846, 2.4371, 0.5630], [-1.4197, 5.6207, 0.7778], [-1.5685, -1.5055, -3.6416], [-3.3648, -5.0407, 1.7359]], "forces_ev_per_a": [[0.0, 0.0, 0.0], [0.0, 0.0, -0.1], [0.0, 0.0, 0.0], [0.0, -0.1, 0.0], [-0.1, 0.0, -0.1], [0.0, 0.0, -0.1], [0.0, 0.0, 0.0], [0.1, -0.1, 0.0], [0.0, 0.1, 0.0], [0.0, 0.0, 0.1], [0.1, 0.1, 0.0], [0.0, -0.1, 0.0], [0.1, 0.0, 0.0], [0.0, 0.0, -0.1], [0.0, 0.1, 0.0], [0.1, 0.0, 0.1], [0.1, 0.0, 0.0], [0.0, 0.1, 0.0], [-0.1, -0.1, 0.0], [-0.2, 0.2, 0.2], [0.0, 0.0, 0.1], [0.0, 0.0, 0.0], [0.1, -0.1, -0.1], [-0.1, 0.0, -0.1], [-0.1, -0.1, -0.1], [0.0, 0.0, 0.1], [0.0, 0.0, 0.0], [-0.1, 0.0, 0.0], [0.2, 0.0, 0.2], [0.0, 0.0, 0.0], [0.0, 0.0, 0.0], [0.1, 0.2, 0.0], [0.0, 0.0, 0.1], [0.0, 0.0, 0.0], [0.0, 0.0, 0.1], [-0.1, 0.0, -0.1], [0.0, 0.0, 0.0], [0.0, 0.0, 0.0], [0.0, -0.1, 0.0], [0.0, 0.0, 0.0], [-0.3, 0.4, -0.2], [0.0, 0.0, 0.0], [0.0, 0.0, 0.0], [-0.2, 0.2, 0.0], [0.0, -0.1, 0.0], [-0.1, 0.1, 0.1], [-0.2, 0.0, 0.1], [0.0, -0.1, 0.0], [-0.3, 0.2, 0.1], [0.0, 0.0, 0.0], [0.1, 0.0, 0.0], [0.1, 0.1, 0.0], [0.1, 0.0, 0.0], [0.0, 0.0, 0.0], [0.0, 0.0, 0.0], [0.0, 0.0, 0.0], [0.1, 0.2, 0.8], [-0.1, 0.0, 0.0], [0.0, 0.0, 0.0], [0.0, 0.0, 0.0], [-0.1, -0.1, 0.1], [0.1, -0.4, -0.3], [0.1, 0.0, 0.0], [0.0, 0.0, 0.0], [-0.1, -0.1, -0.1], [-0.1, 0.0, 0.1], [0.0, 0.0, 0.0], [0.0, 0.0, 0.0], [0.1, 0.0, -0.1], [-0.1, 0.0, -0.1], [0.0, 0.0, 0.0], [-0.2, -0.2, 0.0], [0.1, 0.0, 0.0], [0.0, 0.0, 0.0], [0.0, 0.0, 0.1], [0.0, 0.0, 0.1], [0.0, 0.0, 0.0], [0.2, 0.2, 0.1], [-0.1, -0.1, 0.1], [-0.1, -0.1, 0.2], [0.0, 0.1, 0.1], [0.0, 0.0, 0.0], [-0.4, 0.0, -0.2], [0.0, 0.1, 0.0], [0.0, 0.0, -0.1], [0.1, 0.1, 0.0], [0.0, 0.0, 0.0], [0.1, -0.1, 0.0], [0.0, 0.0, 0.0], [0.1, 0.1, 0.0], [0.0, 0.0, 0.0], [0.1, 0.0, 0.0], [0.0, 0.0, 0.0], [0.0, 0.0, 0.0], [0.0, 0.0, 0.0], [0.1, 0.0, 0.1], [-0.1, 0.0, 0.0], [0.0, -0.1, 0.0], [0.0, -0.1, 0.0], [0.0, 0.0, 0.0], [0.0, 0.0, 0.0], [0.0, 0.1, 0.0], [0.0, 0.0, 0.0], [-0.1, 0.0, 0.0], [0.0, -0.1, 0.0], [0.0, 0.0, 0.0], [0.0, 0.0, 0.0], [0.0, 0.0, 0.0], [0.0, 0.0, 0.1], [0.0, 0.0, 0.1], [0.0, 0.1, 0.0], [0.1, 0.1, 0.0], [0.0, 0.0, 0.0], [0.0, 0.0, 0.0], [0.0, -0.1, 0.0], [0.1, 0.0, 0.0], [-0.1, 0.0, -0.3], [0.0, 0.1, 0.0], [-0.1, 0.0, 0.1], [0.0, 0.0, 0.0], [0.1, 0.0, 0.0], [0.0, 0.0, 0.0], [0.0, 0.0, 0.0], [-0.1, -0.2, 0.0], [0.1, -0.1, -0.2], [0.0, 0.0, 0.1], [0.0, 0.2, 0.0], [0.0, 0.0, 0.0], [0.0, 0.0, 0.0], [0.9, -0.4, -0.4], [0.1, 0.2, 0.0], [0.0, 0.0, 0.0], [0.0, 0.0, 0.0], [-0.1, 0.0, 0.0]], "mulliken_charge": [-0.02, -0.49, -0.79, 0.41, 0.49, 1.04, 0.51, 0.72, 0.61, 0.38, -0.44, -1.52, 0.46, 0.55, -0.67, -0.82, 0.49, 0.43, 0.13, -2.40, -0.49, 0.49, -0.24, 0.50, -0.54, 0.51, 0.41, 0.38, 0.97, -0.85, -0.97, -0.50, 0.39, 0.52, -0.79, 2.11, 0.65, -0.51, 0.47, -0.77, 0.93, 0.22, -0.66, 1.15, 0.43, 0.59, 1.98, -0.82, 3.79, 0.43, 0.67, -0.87, 0.34, -0.70, 0.43, -0.14, -0.68, -0.76, -0.74, -0.93, 0.77, 0.02, -1.16, -0.99, -1.08, -0.07, -1.25, -0.94, 1.28, -2.30, 0.47, 0.26, 0.45, 0.41, 0.45, 0.11, 0.50, 0.87, -1.10, 1.52, 0.53, 0.16, -0.51, 0.43, 0.51, -0.85, 0.56, 0.45, 0.47, 0.80, -0.79, 0.43, 0.59, -0.43, 0.46, 0.41, -0.58, 0.43, -0.25, 0.09, -0.96, -0.14, 0.41, 0.98, 0.73, -0.83, 0.48, -0.88, -0.77, -0.94, 0.42, -1.08, -0.81, -0.85, 0.50, -0.98, 0.20, 0.11, -0.74, -0.18, 0.40, -0.97, 0.21, 1.08, 0.08, 0.48, -1.44, 0.51, -0.96, -0.84, 2.44, -0.60, 0.29, -0.91]}

=====

(4)
{"formula": "C6H10N", "method": "ωB97M-V with the def2-TZVPD basis set", "spin_multiplicity": 3, "e_tot_ev": -7860.7795, "gap_ev": [5.94, 8.47], "molar_mass_da": 96.15, "total_charge": 1, "s_squared": 2.008, "homo_energy_ev": [-9.65, -14.55], "species": ["H", "N", "C", "C", "C", "C", "H", "H", "H", "H", "H", "H", "C", "H", "H", "C", "H"], "coordinates": [[2.3457, 1.4527, -0.6638], [2.4397, 0.4810, -0.4103], [-0.0055, 0.5355, 0.0235], [-1.3620, -1.6430, -0.5654], [-1.7146, 0.3246, 1.0043], [-1.0302, -0.3620, 0.0668], [3.1425, -0.0248, -0.9613], [-0.5038, -2.2073, -0.9469], [-0.9778, 2.3362, 0.3568], [-1.9427, -1.4455, -1.4449], [-2.6437, 0.3610, 1.4419], [-0.1847, 1.7678, 1.9143], [-0.7272, 1.4797, 0.9742], [0.9350, -1.0847, -0.9166], [3.0519, 0.2921, 0.4936], [1.0727, -0.0525, -0.4592], [-1.8955, -2.2109, 0.0931]], "forces_ev_per_a": [[0.9, 0.7, 0.1], [1.6, -1.7, 1.9], [-2.5, 0.3, 0.7], [2.0, 1.1, -1.6], [-1.7, 4.2, 3.7], [0.8, -2.6, -3.0], [-0.8, 0.3, -1.3], [-0.1, 0.0, 0.3], [-0.7, 0.4, 0.5], [-0.7, 0.1, -0.5], [-2.1, -0.4, 0.6], [-0.7, -0.2, -0.8], [1.5, -0.1, 0.5], [1.0, 1.7, 0.7], [-2.0, 1.3, -0.8], [4.9, -3.4, -2.6], [-1.5, -1.7, 1.6]], "mulliken_charge": [0.38, -0.27, 0.42, -1.28, -1.03, 0.75, 0.38, 0.39, 0.26, 0.34, 0.49, 0.32, -0.21, 0.08, 0.38, -0.78, 0.39]}